Entry from the OMol25 dataset: C23H26MoN5O4S2 as an isolated structure (ωB97M-V/def2-TZVPD).

```
61
Properties=species:S:1:pos:R:3:nbo_charge:R:1
Mo 8.3053 7.3832 7.9832 1.058
C 8.0490 6.8713 5.9164 -0.316
C 9.4070 6.4672 6.2249 -0.246
C 9.3582 5.3304 7.0921 -0.204
C 7.9976 5.0235 7.3398 -0.171
C 7.1851 5.9757 6.6630 -0.323
H 7.7826 7.6376 5.1827 0.292
H 10.3021 6.9733 5.8571 0.297
H 10.2369 4.9124 7.5907 0.297
H 7.6214 4.2242 7.9831 0.267
H 6.1099 6.0119 6.6515 0.272
C 4.9233 8.9689 10.1356 -0.701
C 6.1613 8.2429 9.8090 0.304
N 6.9280 8.5854 8.7754 -0.269
N 6.8059 9.7263 8.0851 -0.408
C 7.9404 10.1603 7.5987 0.336
N 7.8559 11.3023 6.9321 -0.734
S 9.5484 9.3243 7.7524 0.179
C 6.6842 7.0820 10.4620 0.153
C 6.0264 6.4310 11.5245 -0.207
C 6.5935 5.3428 12.1547 -0.109
C 7.8260 4.8877 11.6885 -0.231
C 8.4489 5.5240 10.6240 0.143
N 7.8675 6.5700 9.9545 -0.465
H 4.7992 9.6832 9.2920 0.273
H 5.0348 9.5476 11.0449 0.268
H 4.0235 8.3242 10.1301 0.256
H 6.9981 11.7893 7.0615 0.419
H 8.6832 11.8018 6.6650 0.426
H 5.0419 6.7787 11.8304 0.244
H 6.0929 4.8263 12.9651 0.248
H 8.3489 4.0423 12.1569 0.256
H 9.4137 5.2359 10.2618 0.259
C 6.6340 9.4278 15.6083 -0.640
C 7.6840 9.8660 14.6269 0.006
C 8.7481 10.6989 15.0332 -0.219
C 9.7456 11.0577 14.1521 -0.152
C 9.6978 10.5411 12.8341 -0.320
C 8.5892 9.8159 12.3782 -0.193
C 7.5845 9.4668 13.2824 -0.189
S 10.9970 11.1176 11.6848 2.278
O 10.5011 10.9248 10.3376 -0.952
O 11.4531 12.4142 12.1672 -0.941
N 12.4253 10.2319 11.8159 -0.863
C 12.6712 8.8273 12.0867 -0.229
C 12.9870 7.9664 10.8233 -0.526
C 11.7970 7.4001 10.0180 0.783
O 11.9913 7.1550 8.8048 -0.749
O 10.7228 7.3075 10.6840 -0.805
H 6.8325 9.8577 16.6153 0.229
H 6.6146 8.3238 15.6802 0.222
H 5.6135 9.7551 15.3085 0.224
H 8.7298 11.0587 16.0535 0.223
H 10.5679 11.6806 14.4658 0.248
H 8.5911 9.5257 11.3267 0.228
H 6.7414 8.8570 13.0200 0.184
H 13.0763 10.8430 12.3420 0.415
H 11.7434 8.4007 12.5015 0.220
H 13.5035 8.7625 12.8107 0.205
H 13.6072 7.1360 11.2191 0.221
H 13.6841 8.5366 10.1717 0.227
```

- LUMO energy (spin up / spin down) (Ha) = -0.199 / -0.203
- 2S+1 = 3
- energy above the lowest of the compared OMol25 structures with the same formula, charge and spin (kJ/mol) = 333.47
- orbital gap (spin up / spin down) (eV) = 5.14 / 5.01
- charge = +1
- strongest force on any atom (eV/A) = 4.79